This record from the Open Molecules 2025 dataset describes C10H10N2O2 in the gas phase at a distorted geometry. The level of theory is ωB97M-V/def2-TZVPD.

XYZ file:
```
24
C10H10N2O2, DFT ωB97M-V/def2-TZVPD
C 2.074 0.201 1.960
C 1.697 1.507 1.520
C 1.680 -0.787 1.143
C 0.861 1.710 0.415
C 0.508 0.554 -0.382
C -1.976 -1.072 0.231
C -0.984 -2.068 -0.446
C -0.645 -1.476 -1.742
C -1.490 0.014 -1.790
C 0.466 -1.950 -0.602
N 0.873 -0.637 0.090
N 0.629 2.945 -0.087
O -0.373 0.884 -1.399
O -2.419 -0.132 -0.763
H 2.766 0.015 2.807
H 1.912 2.328 2.084
H 1.762 -1.828 1.355
H -2.848 -1.622 0.574
H -1.649 -0.539 1.261
H -1.333 -3.122 -0.475
H -0.547 -2.117 -2.679
H -1.842 0.342 -2.736
H 1.054 3.810 0.179
H -0.176 3.042 -0.517
```

The total charge is 0. The energy above the lowest of the compared OMol25 structures with the same formula, charge and spin comes out at 162.6 kcal/mol. The frontier orbital gap comes out at 7.9 eV. As for the highest occupied orbital energy: -7.37 eV.

Here are the Löwdin charges for atoms 1 to 4, given in e:
1 C -0.03
2 C 0.01
3 C -0.10
4 C -0.20